1.
92
Properties=species:S:1:pos:R:3 method="wB97M-V/def2-TZVPD" homo_ev=-5.41 lumo_ev=1.97 total_energy_ev=-89914.63771 charge=-1 homo_lumo_gap_ev=7.38 e_above_lowest_ev=1.116
C 4.75 5.30 0.31
C 5.24 4.13 -0.55
O 4.15 3.60 -1.27
B 3.74 2.25 -0.82
C 4.88 1.11 -1.13
O 2.56 1.96 -1.69
C 1.36 1.81 -0.98
C 0.36 2.69 -1.74
C 0.28 2.43 -3.23
O -0.92 1.71 -3.59
C 1.02 0.27 -1.20
F 1.62 -0.15 -2.29
F -0.31 0.14 -1.34
C 1.42 -0.75 -0.11
F 2.57 -0.55 0.44
F 0.44 -0.84 0.77
C 1.50 -2.20 -0.73
F 1.39 -3.05 0.30
F 0.50 -2.48 -1.52
F 2.64 -2.45 -1.28
C 1.84 2.39 0.42
O 1.70 3.80 0.43
S 0.83 1.95 1.96
C -0.87 1.75 1.44
O 1.34 0.83 2.71
O 0.82 3.11 2.81
O 3.14 2.24 0.55
H 4.12 4.92 1.10
H 5.63 5.78 0.75
H 4.20 6.00 -0.32
H 5.98 4.47 -1.27
H 5.71 3.41 0.12
H 4.80 0.84 -2.18
H 5.89 1.46 -0.95
H 4.74 0.21 -0.54
H -0.65 2.60 -1.33
H 0.61 3.73 -1.62
H 0.21 3.40 -3.72
H 1.15 1.94 -3.66
H -0.77 1.49 -4.52
H 0.77 4.05 0.38
H -0.98 1.18 0.52
H -1.37 1.26 2.26
H -1.34 2.72 1.32
O 1.98 -8.14 4.71
C 2.11 -7.48 3.72
O 2.43 -8.01 2.52
C 2.62 -6.96 1.55
C 1.86 -5.77 2.11
C 1.99 -5.97 3.61
H 3.69 -6.76 1.46
H 2.25 -7.28 0.59
H 2.24 -4.81 1.75
H 0.81 -5.84 1.82
H 2.91 -5.52 4.01
H 1.13 -5.61 4.16
O -2.51 -6.16 -5.04
C -1.99 -5.86 -4.01
O -2.58 -5.07 -3.08
C -1.66 -4.81 -2.00
C -0.66 -5.94 -2.05
C -0.60 -6.26 -3.54
H -1.20 -3.84 -2.17
H -2.21 -4.77 -1.06
H 0.30 -5.68 -1.61
H -1.05 -6.81 -1.51
H 0.13 -5.64 -4.06
H -0.42 -7.31 -3.73
O -2.74 4.21 1.44
C -3.16 4.02 2.54
O -2.60 3.15 3.42
C -3.39 3.06 4.61
C -4.20 4.35 4.64
C -4.40 4.64 3.16
H -4.02 2.17 4.53
H -2.73 2.96 5.47
H -5.13 4.25 5.20
H -3.62 5.15 5.10
H -5.28 4.14 2.75
H -4.44 5.71 2.95
O -4.85 2.46 0.82
C -4.53 2.00 -0.24
O -3.41 1.27 -0.42
C -3.25 0.94 -1.82
C -4.65 1.05 -2.41
C -5.26 2.16 -1.56
H -2.55 1.64 -2.28
H -2.84 -0.07 -1.91
H -4.64 1.26 -3.48
H -5.20 0.12 -2.25
H -5.05 3.15 -1.96
H -6.33 2.03 -1.42

=====

2.
78
Properties=species:S:1:pos:R:3 method="wB97M-V/def2-TZVPD" homo_ev=-9.24 lumo_ev=-0.99 total_energy_ev=-130430.41933 homo_lumo_gap_ev=8.25 e_above_lowest_ev=0.000 smiles="CCCCCCCCC1=C(I)C(=O)c2c(cc([C@@H](Br)CC)c(COC)c2C)C1=O.COP(=O)(OC)OC"
C -2.31 -2.29 0.79
C -1.21 -1.63 1.64
C -1.55 -0.19 2.07
C -0.92 0.86 1.16
C -0.91 2.26 1.79
C -1.14 3.35 0.74
C -2.61 3.42 0.36
C -2.85 4.29 -0.90
C -2.63 3.41 -2.08
C -3.51 2.54 -2.59
I -5.46 2.32 -1.90
C -3.12 1.65 -3.72
O -3.89 1.32 -4.57
C -1.69 1.22 -3.68
C -0.78 2.15 -3.20
C 0.58 1.86 -3.13
C 1.04 0.59 -3.51
C 2.55 0.45 -3.44
Br 3.17 -0.90 -2.19
C 3.24 0.28 -4.82
C 4.60 0.96 -4.81
C 0.13 -0.39 -3.97
C 0.58 -1.78 -4.37
O 0.71 -2.72 -3.32
C -0.32 -2.74 -2.36
C -1.25 -0.06 -4.09
C -2.29 -1.03 -4.61
C -1.28 3.45 -2.72
O -0.65 4.47 -2.79
H -1.93 -2.58 -0.19
H -2.75 -3.16 1.27
H -3.13 -1.59 0.62
H -0.99 -2.26 2.50
H -0.30 -1.63 1.05
H -1.24 -0.04 3.10
H -2.64 -0.10 2.03
H 0.10 0.56 0.95
H -1.46 0.86 0.22
H 0.03 2.42 2.30
H -1.71 2.33 2.52
H -0.82 4.31 1.16
H -0.53 3.14 -0.14
H -2.93 2.41 0.14
H -3.22 3.77 1.19
H -2.09 5.07 -0.92
H -3.85 4.71 -0.90
H 1.26 2.61 -2.77
H 2.92 1.38 -3.03
H 3.37 -0.77 -5.02
H 2.58 0.74 -5.55
H 4.51 2.04 -4.90
H 5.27 0.56 -5.56
H 5.08 0.77 -3.85
H 1.56 -1.72 -4.82
H -0.08 -2.15 -5.15
H -0.16 -3.61 -1.74
H -1.32 -2.84 -2.80
H -0.29 -1.86 -1.71
H -2.70 -0.69 -5.55
H -3.12 -1.05 -3.91
H -1.93 -2.03 -4.73
C 1.71 0.18 7.35
O 2.55 -0.97 7.12
P 2.11 -2.04 6.04
O 0.81 -1.80 5.41
O 2.25 -3.43 6.80
C 1.43 -3.64 7.96
O 3.35 -2.06 5.07
C 3.43 -3.11 4.10
H 0.79 -0.12 7.84
H 2.27 0.85 7.99
H 1.48 0.68 6.41
H 0.39 -3.43 7.73
H 1.77 -3.01 8.78
H 1.54 -4.69 8.24
H 2.59 -3.06 3.41
H 3.45 -4.09 4.59
H 4.36 -2.97 3.55

=====

3.
79
Properties=species:S:1:pos:R:3 method="wB97M-V/def2-TZVPD" homo_ev="-7.04 / -5.02" lumo_ev="-0.97 / -0.97" total_energy_ev=-120234.46270 homo_lumo_gap_ev="6.07 / 4.05"
O 0.69 -1.05 -3.62
C 1.86 -1.05 -4.18
C 1.75 -1.31 -5.60
C 0.55 -1.90 -6.09
H -0.23 -2.21 -5.41
C 0.39 -1.99 -7.47
H -0.52 -2.48 -7.85
C 1.39 -1.51 -8.34
H 1.25 -1.62 -9.41
C 2.53 -0.88 -7.84
H 3.29 -0.50 -8.51
C 2.71 -0.76 -6.47
H 3.51 -0.18 -6.04
H 2.78 -0.67 -3.69
C 3.98 -2.31 -2.50
C 3.44 -1.10 -1.90
H 4.62 -2.89 -1.81
H 4.52 -2.08 -3.44
H 3.12 -2.97 -2.74
C 3.39 -0.66 -0.64
C 4.44 -0.95 0.42
H 2.58 -0.06 -0.18
H 5.31 -1.45 -0.03
H 4.01 -1.60 1.20
H 4.77 -0.04 0.92
Ga 0.27 -0.41 -1.96
Cl 0.59 -2.30 -0.95
Cl 1.59 1.36 -2.05
C 0.94 -1.69 2.38
O 1.12 -0.56 1.92
N 0.46 -1.95 3.62
C 0.16 -0.87 4.55
C 0.33 -3.30 4.14
H 1.16 -2.61 1.80
H 0.37 0.09 4.07
H 0.77 -0.98 5.46
H -0.90 -0.92 4.84
H 0.56 -4.01 3.34
H -0.70 -3.48 4.50
H 1.02 -3.47 4.98
H 2.22 4.21 2.97
H 1.90 5.94 0.70
C 2.54 3.53 2.17
C 2.26 5.03 0.21
N 1.87 3.83 0.92
H 2.33 2.50 2.45
C 0.75 3.15 0.54
O 0.24 2.21 1.15
H 1.83 4.98 -0.80
H 0.33 3.53 -0.42
H 3.62 3.68 2.02
H 3.35 5.09 0.14
C -6.00 -1.56 2.64
C -5.19 -0.57 3.44
N -4.32 0.23 2.57
C -3.87 1.50 3.16
C -2.69 1.36 4.12
C -3.38 -0.46 1.81
O -3.04 -1.62 2.04
C -2.84 0.33 0.67
C -3.42 1.50 0.13
C -2.86 2.07 -1.01
C -1.79 1.43 -1.63
N -1.28 0.28 -1.12
C -1.76 -0.24 0.03
H -6.53 -1.05 1.83
H -6.73 -2.02 3.30
H -5.36 -2.34 2.22
H -5.84 0.16 3.95
H -4.57 -1.10 4.20
H -3.58 2.20 2.37
H -4.74 1.91 3.68
H -1.75 1.13 3.58
H -2.55 2.32 4.64
H -2.88 0.58 4.87
H -4.31 1.92 0.59
H -3.24 3.00 -1.44
H -1.27 1.80 -2.50
H -1.28 -1.14 0.41

=====

4.
79
Properties=species:S:1:pos:R:3 method="wB97M-V/def2-TZVPD" homo_ev="-2.82 / -2.82" lumo_ev="2.39 / 2.30" total_energy_ev=-110412.78811 charge=-1 homo_lumo_gap_ev="5.21 / 5.12" multiplicity=4
C -1.89 -2.41 -3.85
C -1.13 -3.02 -2.69
H -1.76 -3.02 -4.75
H -1.52 -1.40 -4.05
H -2.96 -2.33 -3.61
C -0.61 -4.27 -2.72
C -0.33 -5.01 -3.98
H -0.41 -4.80 -1.78
H 0.24 -4.41 -4.71
H -1.24 -5.38 -4.48
H 0.31 -5.87 -3.75
V -0.60 2.83 0.34
Cl -2.78 2.48 0.83
Cl 1.48 3.73 0.18
H 0.94 4.96 4.15
H -1.35 6.49 2.84
C 1.00 4.77 3.07
C -0.95 5.88 2.01
N -0.34 4.63 2.48
H 1.54 3.83 2.89
C -1.18 3.73 3.13
O -0.86 2.94 3.98
H -1.77 5.66 1.32
H -2.22 3.87 2.76
H 1.50 5.59 2.57
H -0.20 6.48 1.48
H 2.12 -1.11 -3.11
H 2.38 -3.58 -1.89
C 3.01 -0.90 -2.51
C 3.20 -3.08 -1.35
N 2.95 -1.65 -1.27
H 3.05 0.17 -2.28
C 2.67 -1.04 -0.07
O 2.47 0.16 0.10
H 3.26 -3.48 -0.33
H 2.61 -1.77 0.77
H 3.89 -1.22 -3.07
H 4.14 -3.28 -1.89
O -0.07 -1.51 -2.07
C -1.08 -2.13 -1.45
C 0.27 -3.12 0.47
C -0.96 -2.71 -0.04
H 1.17 -2.95 -0.13
C 0.36 -3.75 1.71
H -1.97 -1.49 -1.46
C -2.07 -2.78 0.80
H 1.34 -4.09 2.07
C -0.78 -3.98 2.48
C -2.00 -3.43 2.04
H -3.02 -2.35 0.47
H -0.72 -4.54 3.41
H -2.88 -3.55 2.67
Si -0.39 2.91 -2.94
Cl -0.32 1.32 -1.35
C 1.29 3.60 -3.32
C -1.36 4.16 -1.92
C -1.20 2.43 -4.56
H 1.95 2.82 -3.73
H 1.73 4.03 -2.41
H 1.15 4.36 -4.10
H -0.47 1.91 -5.21
H -1.50 3.36 -5.08
H -2.09 1.79 -4.45
H -2.19 3.70 -1.34
H -1.77 4.88 -2.63
H -0.69 4.70 -1.21
N -0.19 1.39 1.45
C -0.11 0.49 2.19
C -0.06 -0.30 3.35
C -1.25 -0.55 4.04
C -1.20 -1.03 5.33
C 0.04 -1.32 5.93
C 1.21 -1.24 5.16
C 1.17 -0.75 3.86
H -2.20 -0.35 3.53
H -2.12 -1.18 5.88
H 0.08 -1.63 6.97
H 2.16 -1.54 5.60
H 2.06 -0.71 3.24